The following is a DFT calculation (ωB97M-V with the def2-TZVPD basis set) of CHF3NO3SY as an isolated structure at a distorted geometry.

Calculated values
Orbital gap (spin up / spin down) (eV): 7.53 / 7.96
Maximum force (eV Å⁻¹): 2.81
LUMO (spin up / spin down) (eV): -6.35 / -6.37
Relative energy (zero: lowest compared OMol25 entry of this formula, charge and spin) (kcal/mol): 0.0

Structure (ORCA input):
```
! wB97M-V def2-TZVPD RIJCOSX def2/J DEFGRID3
* xyz 1 2
Y -0.352 -1.018 2.603
O -0.018 -1.929 0.574
N -0.295 -1.476 -0.594
S -0.817 0.183 -0.468
O -0.909 0.537 0.982
O -1.940 0.463 -1.344
C 0.612 1.219 -1.109
F 1.467 1.433 -0.131
F 1.197 0.561 -2.088
F 0.139 2.364 -1.555
H 0.916 -2.337 3.131
*
```

The following is a DFT calculation (ωB97M-V with the def2-TZVPD basis set) of a 2-piece molecular cluster, CHF4NO overall at a distorted geometry.

Calculated values
Orbital gap (eV): 12.06
Maximum force (eV Å⁻¹): 3.45
LUMO (eV): 0.86
Relative energy (zero: lowest compared OMol25 entry of this formula, charge and spin) (kcal/mol): 1.9
Structure (SMILES): O=C(F)F.FNF

Structure (ORCA input):
```
! wB97M-V def2-TZVPD RIJCOSX def2/J DEFGRID3
* xyz 0 1
C 1.482 -2.039 1.262
N -0.165 0.660 -0.764
O 2.245 -1.717 0.476
F 1.232 -1.459 2.411
F 0.593 -3.027 1.232
F 1.030 1.284 -0.352
F 0.239 -0.601 -1.065
H -0.442 1.172 -1.689
*
```

The following is a DFT calculation (ωB97M-V with the def2-TZVPD basis set) of CHF4NO3RuS as an isolated structure at a distorted geometry.

Calculated values
Orbital gap (spin up / spin down) (eV): 9.98 / 6.22
Maximum force (eV Å⁻¹): 7.62
LUMO (spin up / spin down) (eV): -5.53 / -9.25

Structure (ORCA input):
```
! wB97M-V def2-TZVPD RIJCOSX def2/J DEFGRID3
* xyz 1 6
N -0.182 0.294 0.972
S 0.263 -0.549 -0.240
O 0.113 0.116 -1.574
O 0.904 -1.834 -0.085
C 1.521 0.593 1.213
F 1.692 -0.127 2.332
F 2.701 0.453 0.581
F 1.510 1.891 1.532
F -2.894 0.346 -3.342
Ru -1.804 0.176 -1.966
O -1.664 -0.428 -0.042
H -2.159 -0.930 0.618
*
```

- Which value of maximum force does entry 2 give?
  3.45 eV Å⁻¹

- What is the maximum force in the first record?
  2.81 eV Å⁻¹

Copy entry 2 word for word.
The following is a DFT calculation (ωB97M-V with the def2-TZVPD basis set) of a 2-piece molecular cluster, CHF4NO overall at a distorted geometry.

Calculated values
Orbital gap (eV): 12.06
Maximum force (eV Å⁻¹): 3.45
LUMO (eV): 0.86
Relative energy (zero: lowest compared OMol25 entry of this formula, charge and spin) (kcal/mol): 1.9
Structure (SMILES): O=C(F)F.FNF

Structure (ORCA input):
```
! wB97M-V def2-TZVPD RIJCOSX def2/J DEFGRID3
* xyz 0 1
C 1.482 -2.039 1.262
N -0.165 0.660 -0.764
O 2.245 -1.717 0.476
F 1.232 -1.459 2.411
F 0.593 -3.027 1.232
F 1.030 1.284 -0.352
F 0.239 -0.601 -1.065
H -0.442 1.172 -1.689
*
```